Entry from the OMol25 dataset: 2 unconnected molecules or ions with the total composition C22H22N2O2 (the ωB97M-V functional and the def2-TZVPD basis).

Computed properties:
HOMO level	-6.1	eV
spin multiplicity	1
ΔE to the lowest compared entry with this formula, charge and spin	90.8	kcal per mole
LUMO energy	-2.24	eV
HOMO-LUMO gap	3.849	eV

Each atom is followed by the atoms it is bonded to, with distances in Å.
Cartesian coordinates (Å):
1 C -4.886 3.128 2.404  C2 1.508, H9 1.091, H10 1.094, H11 1.094
2 C -3.611 3.390 1.642  C1 1.508, O3 1.447, H12 1.101, H13 1.101
3 O -2.551 2.787 2.422  C2 1.447, C4 1.372
4 C -1.308 2.916 1.856  O3 1.372, C5 1.429, O8 1.230
5 C -0.299 2.312 2.667  C4 1.429, C6 1.367, H14 1.085
6 C 0.994 2.688 2.433  C5 1.367, N7 1.180
7 N 2.148 2.909 2.319  C6 1.180
8 O -1.133 3.469 0.771  C4 1.230
9 H -5.753 3.383 1.793  C1 1.091
10 H -4.958 2.077 2.700  C1 1.094
11 H -4.921 3.730 3.317  C1 1.094
12 H -3.655 2.925 0.646  C2 1.101
13 H -3.441 4.473 1.540  C2 1.101
14 H -0.601 1.746 3.542  C5 1.085
15 C -2.389 -0.754 -0.831  C16 1.466, H33 1.093, H34 1.102, H35 1.101
16 C -1.030 -0.855 -1.371  C15 1.466, N17 1.352, C25 1.429
17 N -0.835 -0.989 -2.703  C16 1.352, C18 1.451, C19 1.392
18 C -1.883 -0.945 -3.704  N17 1.451, H36 1.089, H37 1.097, H38 1.097
19 C 0.518 -1.149 -2.989  N17 1.392, C20 1.413, C24 1.387
20 C 1.234 -1.083 -1.773  C19 1.413, C21 1.396, C25 1.475
21 C 2.628 -1.116 -1.842  C20 1.396, C22 1.409, H39 1.088
22 C 3.250 -1.271 -3.097  C21 1.409, C23 1.408, H40 1.093
23 C 2.503 -1.310 -4.289  C22 1.408, C24 1.399, H41 1.089
24 C 1.105 -1.270 -4.240  C19 1.387, C23 1.399, H42 1.088
25 C 0.234 -0.892 -0.706  C16 1.429, C20 1.475, C26 1.393
26 C 0.443 -0.724 0.661  C25 1.393, C27 1.439, H43 1.092
27 C 1.568 -1.248 1.391  C26 1.439, C28 1.419, C32 1.420
28 C 2.222 -2.454 1.028  C27 1.419, C29 1.392, H44 1.090
29 C 3.381 -2.863 1.681  C28 1.392, C30 1.405, H45 1.092
30 C 3.938 -2.071 2.699  C29 1.405, C31 1.403, H46 1.093
31 C 3.254 -0.927 3.135  C30 1.403, C32 1.388, H47 1.093
32 C 2.056 -0.564 2.536  C27 1.420, C31 1.388, H48 1.088
33 H -2.350 -0.857 0.256  C15 1.093
34 H -2.865 0.207 -1.082  C15 1.102
35 H -3.023 -1.553 -1.247  C15 1.101
36 H -1.410 -1.030 -4.681  C18 1.089
37 H -2.593 -1.772 -3.575  C18 1.097
38 H -2.432 0.003 -3.656  C18 1.097
39 H 3.214 -1.016 -0.931  C21 1.088
40 H 4.338 -1.362 -3.154  C22 1.093
41 H 3.008 -1.367 -5.252  C23 1.089
42 H 0.483 -1.337 -5.130  C24 1.088
43 H -0.305 -0.143 1.204  C26 1.092
44 H 1.794 -3.062 0.231  C28 1.090
45 H 3.865 -3.798 1.389  C29 1.092
46 H 4.882 -2.358 3.168  C30 1.093
47 H 3.667 -0.313 3.940  C31 1.093
48 H 1.506 0.309 2.880  C32 1.088

---

Entry from the OMol25 dataset: C5H12N2O in the gas phase (the ωB97M-V functional and the def2-TZVPD basis).

Computed properties:
SMILES	CNCCNCC=O
HOMO level	-8.4	eV
spin multiplicity	1
ΔE to the lowest compared entry with this formula, charge and spin	73.5	kcal per mole
LUMO energy	0.83	eV
HOMO-LUMO gap	9.228	eV

Each atom is followed by the atoms it is bonded to, with distances in Å.
Cartesian coordinates (Å):
1 C 0.465 -0.126 0.778  N2 1.481, C6 1.607, H9 1.101, H10 1.101
2 N 0.754 -1.569 0.615  C1 1.481, C3 1.503, H11 1.036
3 C 1.700 -1.921 -0.498  N2 1.503, C4 1.526, H12 1.122, H13 1.087
4 C 1.391 -1.192 -1.803  C3 1.526, O5 1.209, H14 1.077
5 O 1.987 -0.151 -1.955  C4 1.209
6 C -1.130 0.068 0.729  C1 1.607, N7 1.460, H15 1.068, H16 1.120
7 N -1.418 1.199 -0.148  C6 1.460, C8 1.448, H17 1.011
8 C -1.330 2.516 0.447  N7 1.448, H18 1.102, H19 1.104, H20 1.102
9 H 1.076 0.272 1.603  C1 1.101
10 H 0.732 0.425 -0.136  C1 1.101
11 H -0.136 -2.085 0.493  N2 1.036
12 H 1.710 -3.042 -0.536  C3 1.122
13 H 2.709 -1.628 -0.220  C3 1.087
14 H 0.806 -1.761 -2.505  C4 1.077
15 H -1.507 -0.819 0.268  C6 1.068
16 H -1.653 0.170 1.714  C6 1.120
17 H -2.266 1.070 -0.683  N7 1.011
18 H -2.293 3.053 0.428  C8 1.102
19 H -1.044 2.445 1.511  C8 1.104
20 H -0.555 3.074 -0.102  C8 1.102

---

Entry from the OMol25 dataset: 4 unconnected molecules or ions with the total composition C46H81N6O5 (the ωB97M-V functional and the def2-TZVPD basis).

Computed properties:
HOMO level (alpha / beta)	-7.8 / -7.8	eV
spin multiplicity	4
⟨S²⟩	3.76
LUMO energy (alpha / beta)	-0.43 / -0.43	eV
HOMO-LUMO gap (alpha / beta)	7.417 / 7.414	eV

Each atom is followed by the atoms it is bonded to, with distances in Å.
Cartesian coordinates (Å):
1 C 0.488 3.397 4.225  C2 1.618, H25 1.151, H26 1.142, H27 1.158
2 C 1.696 3.707 3.194  C1 1.618, C3 1.629, H28 1.148, H29 1.150
3 C 1.222 3.687 1.635  C2 1.629, C4 1.619, H30 1.158, H31 1.142
4 C 1.566 2.272 0.928  C3 1.619, O5 1.452, H32 1.146, H33 1.159
5 O 0.783 2.001 -0.264  C4 1.452, C6 1.422
6 C -0.287 1.099 -0.015  O5 1.422, C7 1.546, C24 1.590
7 C -1.160 1.315 1.243  C6 1.546, C8 1.584, H34 1.136
8 C -2.369 0.317 1.462  C7 1.584, C9 1.624, C18 1.542
9 C -3.384 0.470 2.721  C8 1.624, C10 1.633, H35 1.143, H36 1.158
10 C -4.711 1.187 2.095  C9 1.633, C11 1.630, H37 1.154, H38 1.158
11 C -4.292 2.537 1.284  C10 1.630, C12 1.604, H39 1.157, H40 1.142
12 C -5.547 3.494 0.995  C11 1.604, N13 1.489, H41 1.160, H42 1.160
13 N -5.213 4.873 0.542  C12 1.489, C14 1.492, C15 1.471
14 C -4.812 4.943 -0.894  N13 1.492, H43 1.144, H44 1.157, H45 1.159
15 C -4.278 5.572 1.437  N13 1.471, C16 1.625, O17 1.262
16 C -4.934 6.542 2.565  C15 1.625, H46 1.146, H47 1.140, H48 1.149
17 O -3.019 5.490 1.412  C15 1.262
18 C -2.664 -0.830 0.474  C8 1.542, C19 1.589, H49 1.151
19 C -1.775 -1.061 -0.822  C18 1.589, N20 1.438, C24 1.548
20 N -2.181 -2.138 -1.684  C19 1.438, C21 1.426
21 C -1.297 -2.154 -2.804  N20 1.426, C22 1.554, H50 1.156
22 C -0.109 -1.194 -3.088  C21 1.554, N23 1.422, H51 1.145
23 N 0.254 -0.152 -2.191  C22 1.422, C24 1.436
24 C -0.600 -0.077 -1.039  C6 1.590, C19 1.548, N23 1.436
25 H 0.633 2.377 4.739  C1 1.151
26 H -0.550 3.420 3.749  C1 1.142
27 H 0.465 4.178 5.078  C1 1.158
28 H 2.615 3.045 3.381  C2 1.148
29 H 2.030 4.785 3.414  C2 1.150
30 H 1.874 4.495 1.123  C3 1.158
31 H 0.137 4.016 1.501  C3 1.142
32 H 1.563 1.399 1.670  C4 1.146
33 H 2.666 2.370 0.572  C4 1.159
34 H -1.012 2.146 2.004  C7 1.136
35 H -3.617 -0.544 3.193  C9 1.143
36 H -2.928 1.139 3.549  C9 1.158
37 H -5.156 0.436 1.341  C10 1.154
38 H -5.471 1.424 2.937  C10 1.158
39 H -3.827 2.283 0.254  C11 1.157
40 H -3.451 3.009 1.895  C11 1.142
41 H -6.132 3.002 0.122  C12 1.160
42 H -6.293 3.475 1.883  C12 1.160
43 H -4.062 4.139 -1.214  C14 1.144
44 H -5.751 4.982 -1.568  C14 1.157
45 H -4.311 5.978 -1.038  C14 1.159
46 H -4.534 7.603 2.404  C16 1.146
47 H -4.657 6.214 3.621  C16 1.140
48 H -6.070 6.574 2.397  C16 1.149
49 H -3.549 -1.535 0.684  C18 1.151
50 H -1.518 -2.950 -3.612  C21 1.156
51 H 0.497 -1.307 -4.053  C22 1.145
52 C -5.105 -4.121 -8.168  C53 1.553, H63 1.090, H64 1.094, H65 1.094
53 C -3.957 -3.629 -7.245  C52 1.553, C54 1.546, N58 1.497, C62 1.552
54 C -3.282 -2.385 -7.868  C53 1.546, C55 1.526, H66 1.097, H67 1.095
55 C -2.383 -2.711 -9.057  C54 1.526, C56 1.525, H68 1.094, H69 1.095
56 C -1.378 -3.802 -8.702  C55 1.525, C57 1.544, H70 1.095, H71 1.097
57 C -2.038 -5.064 -8.109  C56 1.544, N58 1.495, C60 1.547, C61 1.551
58 N -2.994 -4.749 -7.004  C53 1.497, C57 1.495, O59 1.361
59 O -2.260 -4.433 -5.902  N58 1.361
60 C -2.764 -5.842 -9.233  C57 1.547, H72 1.094, H73 1.094, H74 1.088
61 C -0.920 -6.041 -7.660  C57 1.551, H75 1.093, H76 1.094, H77 1.094
62 C -4.685 -3.182 -5.950  C53 1.552, H78 1.094, H79 1.094, H80 1.093
63 H -4.916 -3.927 -9.224  C52 1.090
64 H -5.290 -5.191 -8.037  C52 1.094
65 H -6.049 -3.619 -7.941  C52 1.094
66 H -2.675 -1.877 -7.108  C54 1.097
67 H -4.044 -1.664 -8.181  C54 1.095
68 H -2.981 -3.012 -9.921  C55 1.094
69 H -1.844 -1.808 -9.362  C55 1.095
70 H -0.802 -4.063 -9.596  C56 1.095
71 H -0.655 -3.389 -7.987  C56 1.097
72 H -3.318 -6.694 -8.827  C60 1.094
73 H -2.047 -6.238 -9.958  C60 1.094
74 H -3.456 -5.233 -9.813  C60 1.088
75 H -0.232 -5.591 -6.940  C61 1.093
76 H -0.310 -6.352 -8.513  C61 1.094
77 H -1.342 -6.945 -7.211  C61 1.094
78 H -5.184 -4.027 -5.466  C62 1.094
79 H -5.448 -2.431 -6.175  C62 1.094
80 H -4.010 -2.719 -5.224  C62 1.093
81 C 1.037 -5.968 4.564  C82 1.553, H92 1.090, H93 1.094, H94 1.094
82 C -0.097 -4.971 4.929  C81 1.553, C83 1.547, N87 1.497, C91 1.552
83 C -1.437 -5.462 4.335  C82 1.547, C84 1.526, H95 1.097, H96 1.095
84 C -1.545 -5.259 2.826  C83 1.526, C85 1.525, H97 1.094, H98 1.095
85 C -1.232 -3.816 2.442  C84 1.525, C86 1.543, H99 1.095, H100 1.098
86 C 0.118 -3.320 3.001  C85 1.543, N87 1.495, C89 1.547, C90 1.550
87 N 0.275 -3.599 4.462  C82 1.497, C86 1.495, O88 1.362
88 O -0.502 -2.707 5.137  N87 1.362
89 C 1.274 -3.976 2.209  C86 1.547, H101 1.095, H102 1.094, H103 1.088
90 C 0.264 -1.813 2.670  C86 1.550, H104 1.093, H105 1.095, H106 1.095
91 C -0.194 -5.065 6.475  C82 1.552, H107 1.094, H108 1.094, H109 1.093
92 H 0.876 -6.463 3.606  C81 1.090
93 H 2.012 -5.473 4.543  C81 1.094
94 H 1.120 -6.772 5.301  C81 1.094
95 H -2.268 -4.929 4.813  C83 1.097
96 H -1.582 -6.523 4.566  C83 1.095
97 H -0.879 -5.946 2.296  C84 1.094
98 H -2.560 -5.509 2.498  C84 1.095
99 H -1.245 -3.724 1.351  C85 1.095
100 H -2.044 -3.175 2.809  C85 1.098
101 H 2.245 -3.713 2.640  C89 1.095
102 H 1.279 -3.632 1.170  C89 1.094
103 H 1.210 -5.061 2.154  C89 1.088
104 H -0.558 -1.210 3.062  C90 1.093
105 H 0.269 -1.651 1.587  C90 1.095
106 H 1.202 -1.410 3.067  C90 1.095
107 H 0.733 -4.730 6.950  C91 1.094
108 H -0.371 -6.098 6.788  C91 1.094
109 H -1.021 -4.479 6.882  C91 1.093
110 C 7.804 2.583 3.031  C111 1.553, H121 1.090, H122 1.094, H123 1.094
111 C 6.591 3.045 2.179  C110 1.553, C112 1.546, N116 1.497, C120 1.552
112 C 7.070 3.477 0.774  C111 1.546, C113 1.526, H124 1.097, H125 1.095
113 C 7.781 4.827 0.761  C112 1.526, C114 1.525, H126 1.094, H127 1.095
114 C 6.935 5.899 1.441  C113 1.525, C115 1.543, H128 1.095, H129 1.097
115 C 6.474 5.498 2.858  C114 1.543, N116 1.495, C118 1.547, C119 1.551
116 N 5.861 4.135 2.901  C111 1.497, C115 1.495, O117 1.362
117 O 4.615 4.228 2.359  N116 1.362
118 C 7.677 5.568 3.830  C115 1.547, H130 1.094, H131 1.094, H132 1.088
119 C 5.514 6.592 3.393  C115 1.551, H133 1.093, H134 1.094, H135 1.094
120 C 5.734 1.761 2.021  C111 1.552, H136 1.094, H137 1.094, H138 1.093
121 H 8.727 3.103 2.775  C110 1.090
122 H 7.614 2.713 4.100  C110 1.094
123 H 8.016 1.519 2.887  C110 1.094
124 H 6.212 3.535 0.094  C112 1.097
125 H 7.738 2.715 0.358  C112 1.095
126 H 8.759 4.752 1.244  C113 1.094
127 H 7.976 5.124 -0.275  C113 1.095
128 H 7.504 6.833 1.481  C114 1.095
129 H 6.061 6.104 0.810  C114 1.097
130 H 7.401 5.203 4.824  C118 1.094
131 H 8.021 6.600 3.949  C118 1.094
132 H 8.548 5.010 3.493  C118 1.088
133 H 4.653 6.754 2.739  C119 1.093
134 H 6.027 7.556 3.468  C119 1.094
135 H 5.143 6.339 4.391  C119 1.094
136 H 5.367 1.409 2.990  C120 1.094
137 H 6.325 0.955 1.578  C120 1.094
138 H 4.875 1.905 1.359  C120 1.093